(1)
C31H39Cl5N2OPRbS2 | wB97M-V/def2-TZVPD

Cartesian coordinates (Å):
Rb 0.552 0.867 0.947
C -3.231 -0.033 1.358
N -3.073 1.093 0.456
C -3.311 0.731 -0.926
C -2.937 1.874 -1.883
N -1.551 1.850 -2.295
C -1.301 0.853 -3.314
C -0.948 3.107 -2.580
C -1.697 4.240 -2.863
C -1.112 5.483 -3.069
C 0.266 5.604 -3.008
C 1.033 4.486 -2.765
C 0.465 3.228 -2.531
S 1.533 1.915 -2.228
C -3.766 2.248 0.928
C -4.911 2.722 0.307
C -5.540 3.893 0.702
C -5.001 4.617 1.753
C -3.881 4.152 2.404
C -3.239 2.959 2.038
S -1.909 2.443 2.984
H -2.909 0.274 2.352
H -2.608 -0.870 1.031
H -4.282 -0.374 1.405
H -4.366 0.441 -1.112
H -2.701 -0.152 -1.138
H -3.123 2.810 -1.356
H -3.608 1.826 -2.766
H -1.916 1.030 -4.216
H -1.533 -0.142 -2.929
H -0.249 0.882 -3.587
H -2.775 4.177 -2.921
H -1.737 6.347 -3.260
H 0.742 6.569 -3.139
H 2.111 4.573 -2.700
H -5.334 2.178 -0.528
H -6.418 4.243 0.174
H -5.464 5.546 2.070
H -3.441 4.725 3.209
Cl 1.810 -1.441 8.500
C 1.884 -1.085 6.812
C 0.833 -1.430 5.964
Cl -0.539 -2.228 6.634
C 0.892 -1.140 4.620
Cl -0.396 -1.537 3.562
C 2.000 -0.463 4.009
O 2.051 -0.189 2.797
C 3.052 -0.150 4.931
Cl 4.419 0.661 4.268
C 2.990 -0.432 6.276
Cl 4.280 0.031 7.326
C 2.001 -4.845 0.234
C 1.273 -3.507 0.343
C -0.234 -3.682 0.159
P 1.775 -2.011 -0.689
C 1.317 -2.445 -2.467
C 1.568 -3.842 -3.032
C 1.925 -1.374 -3.371
C 3.654 -1.973 -0.640
C 4.493 -3.008 -1.389
C 4.078 -1.901 0.826
H 1.524 -5.565 0.901
H 3.037 -4.752 0.544
H 1.975 -5.252 -0.772
H 1.431 -3.132 1.363
H -0.462 -4.154 -0.796
H -0.721 -2.705 0.189
H -0.655 -4.297 0.955
H 0.229 -2.284 -2.465
H 2.603 -4.147 -2.927
H 1.332 -3.837 -4.098
H 0.933 -4.585 -2.556
H 2.986 -1.547 -3.543
H 1.816 -0.388 -2.915
H 1.417 -1.359 -4.335
H 3.856 -0.993 -1.093
H 4.261 -4.024 -1.086
H 5.548 -2.830 -1.170
H 4.367 -2.924 -2.465
H 3.980 -2.871 1.312
H 3.463 -1.186 1.369
H 5.118 -1.586 0.909

Calculated values
Energy relative to the best compared isomer or geometry (same formula, charge and spin) ... 13.5 kcal per mole
Gap between HOMO and LUMO ... 5.2 eV
Total charge ... -2
LUMO level ... 3.73 eV

---

(2)
C17H21NO9P | wB97M-V/def2-TZVPD

Cartesian coordinates (Å):
C 9.139 -1.085 0.825
C 7.851 -0.855 1.645
P 6.764 -2.358 2.066
C 7.466 -3.769 1.080
N 5.295 -2.105 1.368
C 4.405 -1.391 2.277
C 3.179 -0.904 1.512
O 2.536 0.210 2.166
H 9.881 -0.325 1.105
H 9.607 -2.045 1.041
H 8.965 -0.944 -0.243
H 8.163 -0.431 2.605
H 7.254 -0.077 1.155
H 8.353 -3.541 0.485
H 6.693 -4.114 0.385
H 7.678 -4.586 1.770
H 4.112 -2.011 3.143
H 4.913 -0.482 2.668
H 2.435 -1.697 1.407
H 3.542 -0.605 0.524
H 3.244 0.846 2.284
C -0.468 2.418 -0.025
C -0.543 1.223 0.601
C -1.878 0.588 0.935
O -1.873 -0.498 1.479
C -3.089 1.312 0.588
C -2.996 2.495 -0.026
C -1.672 3.118 -0.384
O -1.711 4.195 -0.961
O -4.061 3.217 -0.370
O 0.517 0.540 0.957
H 0.478 2.879 -0.270
H -4.041 0.865 0.841
H -3.708 4.020 -0.803
H 0.205 -0.277 1.389
C -8.431 -0.487 -3.293
C -8.377 0.802 -3.656
C -7.546 1.812 -2.903
O -7.546 2.956 -3.322
C -6.809 1.367 -1.739
C -6.866 0.079 -1.373
C -7.675 -0.936 -2.140
O -7.654 -2.087 -1.745
O -6.219 -0.401 -0.319
O -9.037 1.297 -4.695
H -9.022 -1.217 -3.828
H -6.226 2.097 -1.193
H -6.417 -1.357 -0.286
H -8.811 2.248 -4.724

Calculated values
Gap between HOMO and LUMO ... 1.7 eV
Total charge ... -1
LUMO level ... -0.37 eV

---

(3)
C13H21NO3 | wB97M-V/def2-TZVPD

Cartesian coordinates (Å):
C -1.638 -1.080 2.279
C -1.483 0.107 0.081
C -1.641 1.368 0.639
C -2.037 2.388 -0.178
C -2.287 2.110 -1.498
C -2.185 0.838 -2.034
C -1.794 -0.175 -1.198
C -0.346 -1.539 -2.432
C 0.869 -1.826 -1.459
C 1.715 -0.691 -1.106
C 2.730 -1.030 -0.035
C 2.831 1.267 1.359
C 2.092 0.642 2.632
H -1.489 -2.180 2.473
H -2.718 -0.625 2.380
H -1.087 -0.414 2.922
H -1.190 1.553 1.699
H -2.010 3.466 0.108
H -2.795 2.876 -2.075
H -2.291 0.674 -3.107
H -0.132 -0.585 -2.916
H -0.628 -2.354 -3.173
H 1.489 -2.574 -2.112
H 0.494 -2.298 -0.542
H 0.971 0.075 -0.756
H 2.303 -0.185 -1.904
H 2.386 -1.711 0.737
H 3.413 -1.743 -0.628
H 3.885 0.664 -0.504
H 2.107 1.975 0.770
H 3.738 1.764 1.779
H 2.156 1.249 3.588
H 2.496 -0.465 2.889
H 0.336 -0.266 1.714
N 3.550 0.238 0.391
O -1.305 -0.994 0.891
O -1.542 -1.451 -1.701
O 0.693 0.590 2.263

Calculated values
Energy relative to the best compared isomer or geometry (same formula, charge and spin) ... 104.4 kcal per mole
Gap between HOMO and LUMO ... 9.5 eV
Total charge ... 0
SMILES ... COc1ccccc1OCCCCNCCO
LUMO level ... 0.90 eV

---

(4)
C6F18KO18S6 | wB97M-V/def2-TZVPD

Cartesian coordinates (Å):
K -18.538 -1.304 18.799
C -25.363 0.352 19.122
F -25.795 1.207 20.045
F -24.987 1.153 18.088
F -24.330 -0.245 19.666
S -26.885 -0.898 18.749
O -27.363 -1.096 20.154
O -27.914 -0.274 17.895
O -26.312 -2.127 18.129
C -19.578 4.411 24.407
F -20.243 5.241 25.212
F -20.332 4.450 23.328
F -18.294 4.705 24.245
S -19.753 2.539 25.077
O -18.877 2.383 26.278
O -21.187 2.348 25.268
O -19.207 1.839 23.930
C -11.480 -0.631 18.399
F -10.701 -0.937 17.300
F -11.713 0.659 18.495
F -12.564 -1.383 18.515
S -10.436 -1.082 19.897
O -10.089 -2.488 19.717
O -9.315 -0.114 20.025
O -11.284 -0.906 21.046
C -14.769 -7.822 16.138
F -14.264 -6.562 15.910
F -15.637 -8.072 15.192
F -13.774 -8.680 16.017
S -15.736 -7.886 17.790
O -16.503 -9.164 17.775
O -14.741 -7.909 18.939
O -16.576 -6.682 17.678
C -20.919 5.621 13.492
F -21.013 6.129 12.308
F -20.554 6.647 14.332
F -22.089 5.032 13.698
S -19.492 4.264 13.536
O -19.857 3.336 12.479
O -18.276 5.053 13.228
O -19.496 3.633 14.901
C -20.893 -7.842 24.583
F -21.658 -8.315 25.574
F -19.659 -8.339 24.841
F -21.311 -8.372 23.418
S -21.001 -5.904 24.478
O -22.474 -5.599 24.149
O -20.583 -5.360 25.795
O -20.095 -5.586 23.387

Calculated values
Energy relative to the best compared isomer or geometry (same formula, charge and spin) ... 1.4 kcal per mole
Gap between HOMO and LUMO ... 6.5 eV
Total charge ... -5
LUMO level ... 6.07 eV

---

(5)
C42H48CrGeN7O5S2Se | wB97M-V/def2-TZVPD

Cartesian coordinates (Å):
Cr -0.596 -0.063 0.894
O -4.350 3.523 2.957
C -5.044 2.412 2.652
C -6.412 2.417 2.939
C -7.189 1.312 2.659
C -6.628 0.172 2.090
C -5.276 0.162 1.807
C -4.466 1.265 2.073
C -3.012 1.147 1.731
O -2.598 0.047 1.250
N -2.273 2.217 1.952
N -0.910 2.017 1.676
C -0.274 3.119 1.647
S -1.090 4.669 1.888
C 0.428 5.651 1.795
C 1.527 4.806 2.413
S 1.488 3.239 1.520
H -3.410 3.344 2.702
H -6.833 3.310 3.383
H -8.249 1.335 2.887
H -7.239 -0.694 1.873
H -4.805 -0.707 1.368
H 0.258 6.580 2.339
H 0.666 5.879 0.755
H 1.343 4.649 3.477
H 2.521 5.230 2.272
C 3.316 5.829 -3.818
Ge 4.758 5.464 -2.553
C 5.525 7.149 -1.903
C 6.175 4.435 -3.410
C 3.982 4.460 -1.069
Se 3.313 2.711 -1.679
C 4.427 1.647 -0.499
H 3.700 6.195 -4.769
H 2.632 6.575 -3.412
H 2.753 4.915 -4.008
H 6.006 7.689 -2.718
H 6.274 6.954 -1.136
H 4.758 7.794 -1.475
H 6.505 4.926 -4.325
H 5.808 3.440 -3.654
H 7.033 4.338 -2.744
H 3.134 5.005 -0.647
H 4.707 4.311 -0.269
H 5.484 1.826 -0.693
H 4.193 0.608 -0.709
H 4.197 1.862 0.544
O -1.302 -2.809 2.465
C -1.423 -2.927 1.254
N -2.012 -4.006 0.648
C -1.967 -3.908 -0.786
C -1.419 -2.459 -0.922
O -1.386 -1.867 -1.977
N -0.988 -2.035 0.298
C -0.937 -4.833 -1.431
C -0.257 -5.789 -0.692
C 0.678 -6.617 -1.301
C 0.941 -6.488 -2.654
C 0.268 -5.525 -3.394
C -0.665 -4.703 -2.790
C -3.347 -4.129 -1.388
C -3.873 -5.418 -1.350
C -5.149 -5.682 -1.816
C -5.918 -4.653 -2.344
C -5.397 -3.371 -2.395
C -4.118 -3.105 -1.922
H -2.433 -4.743 1.182
H -0.428 -5.868 0.373
H 1.210 -7.348 -0.708
H 1.677 -7.125 -3.128
H 0.482 -5.403 -4.448
H -1.172 -3.934 -3.357
H -3.267 -6.229 -0.962
H -5.541 -6.690 -1.777
H -6.914 -4.853 -2.717
H -5.987 -2.563 -2.808
H -3.715 -2.105 -1.974
C -1.176 2.057 -1.600
C -0.020 1.144 -1.858
C 0.602 0.917 -3.064
C 1.622 -0.034 -2.809
C 1.549 -0.333 -1.465
C 2.327 -1.369 -0.720
N 0.550 0.388 -0.869
H -1.610 2.374 -2.548
H -0.892 2.961 -1.051
H -1.971 1.567 -1.028
H 0.337 1.369 -4.008
H 2.320 -0.461 -3.512
H 3.255 -1.599 -1.249
H 1.773 -2.306 -0.616
H 2.590 -1.036 0.286
N 2.080 -4.629 4.855
C 2.173 -4.019 3.630
O 2.469 -4.621 2.618
C 1.911 -2.546 3.637
C 2.192 -1.719 4.716
C 1.898 -0.368 4.621
C 1.292 0.089 3.462
N 1.002 -0.703 2.424
C 1.331 -1.991 2.504
H 2.096 -5.636 4.820
H 1.491 -4.213 5.555
H 2.656 -2.116 5.611
H 2.114 0.320 5.425
H 1.015 1.133 3.360
H 1.127 -2.604 1.638

Calculated values
Energy relative to the best compared isomer or geometry (same formula, charge and spin) ... 24.3 kcal per mole
Gap between HOMO and LUMO (alpha / beta) ... 5.6 / 5.6 eV
Total charge ... -1
Spin multiplicity ... 5
<S²> ... 6.013
LUMO level (alpha / beta) ... 1.92 / 1.92 eV

---

(6)
C4H11N2 | wB97M-V/def2-TZVPD

Cartesian coordinates (Å):
C 0.802 -1.938 -0.221
C -0.686 -1.582 -0.097
C -0.956 -0.145 0.328
N 0.395 2.475 0.920
C 0.507 1.733 -0.197
N -0.167 0.669 -0.579
H 1.122 -1.565 -1.229
H 0.980 -3.068 -0.131
H 1.426 -1.461 0.595
H -1.190 -1.884 -1.117
H -1.224 -2.167 0.681
H -2.002 0.263 0.244
H -0.518 0.162 1.317
H 0.959 3.364 0.728
H -0.549 2.673 1.155
H 1.330 2.066 -0.815
H -0.227 0.407 -1.582

Calculated values
Energy relative to the best compared isomer or geometry (same formula, charge and spin) ... 33.4 kcal per mole
Gap between HOMO and LUMO ... 11.3 eV
Total charge ... +1
SMILES ... CCC/[NH+]=C\N
LUMO level ... -4.11 eV

---

(7)
C19H17BrN2O5 | wB97M-V/def2-TZVPD

Cartesian coordinates (Å):
O -1.818 -1.046 1.714
C -1.555 -0.967 0.534
N -1.812 -1.931 -0.368
H -1.577 -1.798 -1.337
C -2.455 -3.166 0.017
C -3.975 -2.988 0.093
H -4.435 -3.929 0.427
H -4.199 -2.206 0.826
O -4.454 -2.635 -1.190
H -5.303 -2.187 -1.099
H -2.206 -3.933 -0.716
H -2.081 -3.452 1.002
C -0.952 0.307 -0.025
C -1.669 1.422 -0.236
C -3.115 1.546 -0.119
C -3.655 2.741 0.354
C -5.021 2.919 0.538
C -5.839 1.860 0.225
C -5.312 0.671 -0.277
C -3.969 0.490 -0.473
H -3.595 -0.418 -0.906
O -6.338 -0.214 -0.523
C -7.522 0.462 -0.150
O -7.203 1.758 0.304
H -8.025 -0.098 0.655
H -8.195 0.530 -1.019
H -5.426 3.844 0.913
H -2.989 3.551 0.609
H -1.140 2.340 -0.467
N 0.436 0.341 -0.138
C 1.285 -0.703 0.104
O 0.908 -1.826 0.363
C 2.732 -0.348 0.022
C 3.236 0.620 -0.843
C 4.593 0.882 -0.883
C 5.446 0.175 -0.050
C 4.967 -0.802 0.807
C 3.611 -1.064 0.831
H 3.209 -1.828 1.479
H 5.645 -1.350 1.442
Br 7.311 0.550 -0.096
H 4.989 1.626 -1.557
H 2.585 1.156 -1.519
H 0.838 1.254 -0.306

Calculated values
Energy relative to the best compared isomer or geometry (same formula, charge and spin) ... 24.2 kcal per mole
Gap between HOMO and LUMO ... 8.0 eV
Total charge ... 0
SMILES ... O=C(NCCO)/C(=C\c1ccc2c(c1)OCO2)NC(=O)c1ccc(Br)cc1
LUMO level ... 0.19 eV

---

(8)
C19H15N6O2SW | wB97M-V/def2-TZVPD

Cartesian coordinates (Å):
W 0.395 -0.228 -0.111
C 4.692 -0.176 1.358
C 3.224 -0.160 1.109
N 2.634 -0.371 -0.025
O 3.344 -0.642 -1.160
C 2.268 0.113 2.220
C 2.578 0.335 3.659
N 1.104 0.091 1.693
O -0.155 0.220 1.970
H 5.304 -0.116 0.461
H 4.965 -1.088 1.895
H 4.967 0.671 1.986
H 4.283 -0.719 -0.937
H 3.647 0.435 3.823
H 2.217 -0.505 4.254
H 2.082 1.237 4.016
S -3.740 1.471 -0.957
C -3.992 -0.236 -0.725
C -5.181 -0.957 -0.785
C -5.114 -2.321 -0.581
C -3.894 -2.959 -0.322
C -2.718 -2.243 -0.256
C -2.777 -0.867 -0.463
N -1.703 0.019 -0.461
C -2.065 1.261 -0.716
C -1.022 2.279 -0.776
C -1.266 3.610 -1.085
C -0.203 4.498 -1.140
C 1.088 4.050 -0.893
C 1.331 2.716 -0.589
C 0.281 1.804 -0.523
H -6.124 -0.471 -0.988
H -6.020 -2.908 -0.627
H -3.870 -4.030 -0.179
H -1.780 -2.747 -0.057
H -2.273 3.956 -1.285
H -0.382 5.537 -1.381
H 1.914 4.747 -0.943
H 2.351 2.395 -0.412
N -1.160 -5.466 -1.653
C -0.473 -4.633 -2.055
N 0.332 -3.682 -2.521
C 0.409 -2.533 -2.082
N 0.503 -1.388 -1.755

Calculated values
Gap between HOMO and LUMO (alpha / beta) ... 7.0 / 6.8 eV
Total charge ... +1
Spin multiplicity ... 3
<S²> ... 2.024
LUMO level (alpha / beta) ... -3.95 / -4.94 eV